No. 1
{
  "formula": "C27H44As2FFeN4O8Si",
  "method": "ωB97M-V/def2-TZVPD",
  "orbital_gap_ev": [5.912, 5.692],
  "charge": 2,
  "homo_energy_ev": [-13.1, -13.1],
  "e_tot_ha": -8000.1957,
  "max_force_ha_per_bohr": 0.05898,
  "multiplicity": 2,
  "elements": ["C", "H", "H", "C", "N", "As", "H", "C", "H", "H", "C", "H", "H", "O", "H", "As", "H", "H", "H", "Fe", "C", "N", "H", "H", "H", "H", "C", "O", "O", "H", "H", "C", "C", "O", "H", "H", "H", "C", "N", "C", "C", "H", "O", "F", "H", "H", "C", "N", "C", "H", "O", "C", "H", "C", "H", "H", "O", "H", "C", "H", "C", "H", "H", "C", "H", "H", "C", "C", "C", "O", "Si", "C", "C", "C", "H", "H", "H", "H", "H", "H", "H", "C", "H", "C", "H", "H", "C", "H"],
  "coordinates": [[0.181, -4.138, -1.271], [-4.208, 2.838, 0.723], [3.190, 2.327, 5.005], [3.538, -1.778, -3.326], [-1.927, -3.035, -0.709], [2.947, 3.285, 0.053], [4.003, 0.806, 5.387], [2.002, 1.211, 1.950], [-4.838, 0.052, 2.226], [3.293, -1.966, 0.172], [3.468, 1.352, 4.622], [-3.104, -0.378, -5.532], [5.366, 2.860, 0.619], [0.832, -0.443, 3.100], [-1.054, 0.906, 2.471], [1.544, -0.105, 0.538], [-0.941, 2.144, 1.200], [-1.989, 2.348, -3.275], [-2.279, -4.832, 0.393], [-0.591, -1.397, -0.376], [-3.932, -0.256, -3.548], [-1.990, -0.193, -0.350], [-0.254, -3.989, 1.460], [-1.203, -3.239, -2.656], [4.087, 1.456, 3.738], [1.353, -3.116, 0.093], [2.393, 2.464, 1.792], [-0.288, 2.198, -2.167], [2.275, 0.568, 4.357], [2.730, -1.940, 1.867], [-0.057, 4.744, 3.692], [1.803, 2.172, -1.077], [-1.178, -3.435, 1.618], [3.214, 0.813, -3.216], [-0.759, -0.582, -4.709], [-1.561, -3.727, 2.595], [4.588, 1.292, 0.331], [4.655, 2.323, -0.005], [-0.896, -1.989, 1.542], [0.553, 2.859, -1.322], [-1.592, -0.497, -4.020], [3.632, -2.831, -3.076], [2.860, -1.152, -2.206], [-0.036, -0.625, -2.234], [-0.164, -1.709, 2.195], [1.419, -2.476, -1.383], [2.764, 0.196, -2.300], [0.772, -2.886, -0.706], [2.126, 0.839, -1.099], [0.125, 2.985, 3.805], [3.956, 3.757, 2.932], [-2.348, -0.293, -1.687], [4.520, -1.338, -3.468], [-1.631, 1.606, 1.862], [-1.987, 3.372, -1.803], [-3.189, -3.421, 0.918], [1.861, 4.114, 3.533], [-1.726, -1.481, 1.838], [3.012, -1.331, 1.007], [-2.094, 2.338, 2.535], [2.791, 3.476, 2.837], [3.872, -0.726, 1.286], [-2.800, -2.708, -1.114], [-3.664, -0.222, -2.195], [-1.029, 3.848, -3.207], [2.961, -1.646, -4.239], [-1.353, -0.488, -2.671], [-3.932, -0.460, 1.883], [-2.897, -0.378, -4.470], [0.238, 3.905, -0.794], [-2.936, 0.761, 0.860], [1.677, 0.437, 3.207], [-1.397, 2.999, -2.636], [0.457, 3.882, 3.285], [4.998, 2.354, -1.041], [0.169, -4.906, -0.500], [-4.481, -0.136, -1.487], [-3.852, 2.290, -0.917], [-3.423, -0.811, 2.790], [-4.955, -0.177, -3.893], [0.771, -4.525, -2.099], [-1.227, -3.837, -1.742], [-5.127, 1.509, 0.023], [-4.130, 1.953, 0.084], [0.250, 3.808, 2.220], [-1.749, -4.768, -1.973], [-2.216, -3.754, 0.558], [-4.260, -1.330, 1.302]]
}

---

No. 2
{
  "formula": "C27H44BCl2O20P2S",
  "method": "ωB97M-V/def2-TZVPD",
  "orbital_gap_ev": 5.610,
  "charge": -1,
  "homo_energy_ev": -4.0,
  "e_tot_ha": -4586.4486,
  "max_force_ha_per_bohr": 0.03686,
  "elements": ["H", "O", "H", "O", "H", "Cl", "C", "O", "O", "H", "O", "H", "C", "C", "C", "C", "P", "C", "O", "H", "H", "C", "O", "B", "C", "H", "H", "H", "O", "H", "H", "H", "C", "H", "O", "O", "H", "C", "C", "H", "O", "H", "H", "C", "O", "C", "H", "H", "H", "C", "H", "H", "O", "C", "C", "H", "H", "H", "C", "H", "O", "S", "C", "O", "O", "H", "H", "H", "H", "H", "O", "O", "C", "C", "H", "H", "C", "H", "H", "H", "O", "Cl", "C", "H", "C", "C", "C", "C", "H", "H", "H", "H", "H", "P", "H", "O", "C"],
  "coordinates": [[3.583, 1.622, -3.832], [1.648, 2.090, -5.343], [-5.083, -4.920, -0.772], [2.055, 4.394, 5.424], [-2.409, -2.992, -6.931], [1.498, -5.317, -3.300], [2.676, 6.009, 6.899], [1.587, 2.884, -0.640], [0.201, -1.215, -4.637], [4.952, -1.944, -3.135], [1.804, -2.862, -5.134], [-0.942, -5.001, -2.026], [5.963, -3.110, -4.676], [-4.874, -5.928, -0.413], [3.236, 5.128, 5.803], [8.114, -1.496, -4.510], [0.401, -3.547, -2.880], [-3.180, -2.309, -3.754], [2.921, 1.097, -3.380], [-3.268, 3.360, 8.157], [-0.614, -4.444, -5.753], [-3.025, 4.417, 8.258], [-0.127, 4.895, 5.334], [0.365, -2.702, -4.707], [0.016, 3.512, 2.591], [1.118, 4.784, 1.255], [4.231, -0.587, -4.901], [5.193, 4.775, 6.597], [-1.095, -4.258, -2.615], [2.642, 5.508, 7.869], [-1.969, -1.690, -5.833], [-0.104, -3.149, -6.813], [-1.999, -2.772, -5.943], [-1.594, 6.624, 8.798], [1.322, 6.222, 6.450], [-4.462, -7.102, -2.319], [3.199, 6.956, 7.001], [1.419, -0.636, -5.045], [2.574, 2.674, 0.271], [-0.962, 3.969, 2.442], [-5.776, -2.228, -4.255], [-0.116, 2.447, 2.786], [4.040, -1.988, -6.005], [-1.821, 6.108, 9.733], [-2.214, -6.913, -2.269], [-2.217, 4.665, 9.504], [-3.959, -3.533, -5.361], [2.374, -1.655, -3.524], [4.683, 3.601, 5.376], [0.976, 5.149, 5.703], [-0.265, 3.816, -0.476], [0.466, 3.948, 3.475], [3.654, 2.260, 0.021], [4.347, 4.201, 6.220], [0.372, 3.138, 0.085], [-2.465, 4.707, 7.368], [-2.727, 4.261, 10.383], [0.702, 1.774, -2.547], [-0.048, 4.786, 10.150], [-3.956, 4.983, 8.294], [2.144, 3.022, 1.509], [-4.667, -1.374, -3.949], [-2.997, -3.312, -4.904], [-3.472, -6.184, -0.553], [-0.607, 5.972, 10.487], [-2.337, -1.620, -3.698], [-5.528, -7.949, -0.781], [-6.746, -5.759, -2.526], [-2.634, -4.252, -4.493], [-2.553, 6.679, 10.298], [0.402, 1.213, -3.271], [-4.446, -0.209, -4.748], [7.149, -2.238, -4.585], [-3.275, -6.746, -1.771], [-0.147, 2.188, 0.236], [6.210, -4.025, -4.133], [2.416, -1.722, -4.626], [4.062, -3.323, -3.743], [9.014, -0.937, -4.401], [3.543, 5.729, 4.942], [-0.918, 4.039, 9.434], [-4.990, -0.699, -2.017], [0.888, 3.721, 1.381], [5.770, -3.395, -5.707], [-0.593, -3.354, -5.859], [4.710, -2.497, -4.038], [3.881, -1.611, -4.995], [-5.480, -6.989, -1.305], [-7.549, -6.473, -1.114], [4.003, 3.520, 6.998], [-5.168, -6.012, 0.631], [1.412, -0.427, -6.119], [-7.177, -7.463, -2.533], [1.609, 1.027, -4.310], [-3.229, -2.815, -2.791], [1.055, 4.456, 10.438], [-6.819, -6.649, -1.904]]
}

---

No. 3
{
  "formula": "C27H44BN5O2OsPS3",
  "method": "ωB97M-V/def2-TZVPD",
  "orbital_gap_ev": [6.314, 6.284],
  "charge": 1,
  "homo_energy_ev": [-10.3, -10.2],
  "e_tot_ha": -3130.7839,
  "max_force_ha_per_bohr": 0.05096,
  "elements": ["C", "N", "H", "H", "H", "C", "H", "P", "H", "H", "H", "N", "H", "Os", "H", "C", "H", "S", "H", "H", "O", "H", "H", "O", "H", "S", "H", "C", "C", "C", "H", "H", "H", "N", "H", "C", "H", "C", "S", "H", "C", "H", "C", "C", "H", "H", "H", "H", "H", "C", "H", "H", "C", "C", "C", "C", "C", "H", "C", "N", "H", "C", "H", "N", "H", "C", "C", "H", "C", "C", "C", "H", "C", "C", "H", "H", "H", "H", "C", "H", "H", "H", "H", "B"],
  "coordinates": [[-4.280, 5.061, -0.240], [1.056, -0.676, 0.294], [-5.096, 0.537, -1.259], [-5.341, -1.816, 2.960], [1.696, 2.817, -2.160], [4.018, -0.166, 1.675], [4.556, 0.705, 1.314], [2.389, -0.513, -0.550], [0.100, -0.993, -2.033], [-1.065, -4.967, 3.344], [0.690, 1.409, -1.814], [-3.618, -2.057, 1.744], [-4.720, -1.025, -2.020], [-0.701, -0.009, 0.456], [-6.234, -0.341, 0.824], [3.221, -2.461, 1.251], [0.887, -0.385, -3.507], [-1.166, -0.174, 2.869], [1.467, -3.151, -0.960], [3.187, -1.964, -4.025], [-5.724, 6.178, -3.381], [-5.597, 5.303, -3.768], [5.855, -1.746, 0.599], [-5.338, 7.326, -1.529], [-2.490, 2.498, -2.511], [-1.862, -1.974, -0.356], [5.016, -2.335, -0.819], [0.845, -1.213, -2.806], [-3.302, -1.617, 0.524], [-0.747, -1.807, 3.191], [2.162, -2.317, 1.466], [3.181, -3.315, -1.422], [-3.466, 3.950, 1.398], [-1.462, -2.915, 2.972], [3.336, -0.276, -3.570], [-4.398, 5.160, -1.628], [1.922, -3.613, -2.599], [-5.185, 6.318, -2.160], [-2.018, 1.842, 0.313], [2.075, 3.206, 0.007], [1.420, -1.190, 4.205], [2.926, 2.154, 1.117], [-2.919, 3.108, -0.494], [0.456, -3.488, 3.920], [2.021, 1.316, -3.000], [4.766, 1.625, -0.445], [4.626, -0.612, 2.460], [4.462, 1.117, -2.106], [4.304, -1.502, -2.748], [3.777, -1.203, 0.576], [1.076, -0.636, 5.083], [1.239, 1.802, 0.684], [-3.751, 4.229, -2.438], [3.331, -1.291, -3.180], [2.207, 2.169, 0.307], [1.709, 1.734, -2.049], [-4.393, -0.294, -1.278], [3.072, 0.146, 2.106], [-0.711, -3.962, 3.409], [-4.331, -0.890, 0.027], [-4.767, 5.799, 0.377], [-4.860, -1.587, 2.033], [-3.559, -3.244, 3.605], [0.426, -2.135, 3.785], [1.602, -0.483, 3.395], [-3.554, 4.038, 0.327], [5.094, -1.492, -0.139], [5.445, -0.629, -0.699], [4.088, 1.723, -1.286], [2.655, 1.360, -0.912], [-3.007, 3.208, -1.878], [-3.403, 0.067, -1.562], [2.199, -2.990, -1.750], [-5.311, -0.863, 0.973], [3.339, -3.345, 0.634], [-3.788, 4.307, -3.517], [2.338, -1.716, 4.443], [4.111, 2.765, -1.600], [2.207, -1.523, -2.178], [-2.970, -4.169, 1.942], [0.495, -2.083, -3.355], [1.283, -4.007, 4.355], [3.751, -2.643, 2.183], [-2.947, -3.175, 2.589]]
}

---

No. 4
{
  "formula": "C27H44BrNOP2STc",
  "method": "ωB97M-V/def2-TZVPD",
  "orbital_gap_ev": [5.500, 4.086],
  "charge": 4,
  "homo_energy_ev": [-18.2, -18.5],
  "e_tot_ha": -4918.9330,
  "max_force_ha_per_bohr": 0.13376,
  "multiplicity": 4,
  "elements": ["H", "C", "H", "H", "H", "H", "H", "H", "C", "C", "C", "S", "H", "H", "H", "H", "C", "C", "C", "H", "H", "C", "H", "C", "O", "C", "Br", "C", "H", "H", "H", "H", "H", "H", "C", "H", "N", "H", "H", "H", "C", "P", "H", "C", "H", "C", "H", "C", "H", "Tc", "H", "C", "H", "C", "H", "C", "C", "C", "C", "H", "P", "C", "H", "H", "H", "H", "C", "H", "C", "H", "H", "H", "H", "H", "C", "C", "H", "H"],
  "coordinates": [[-1.725, 4.823, 1.402], [0.578, -1.252, -2.539], [1.877, 3.387, -2.232], [-1.754, 1.343, 2.563], [-3.245, 0.906, -0.670], [-3.514, -0.674, -2.430], [2.099, -2.159, -8.240], [-4.125, -1.543, 2.915], [1.554, -1.023, -1.446], [2.802, -4.301, -5.841], [2.078, -2.611, -7.235], [0.715, -0.931, 3.631], [3.353, -5.265, -5.729], [2.128, -4.310, -3.809], [-4.696, 0.514, 2.189], [1.340, 1.241, 3.977], [2.069, -1.386, 0.853], [-1.566, 2.970, 0.235], [-3.922, 1.295, 2.228], [2.001, 1.704, -2.938], [-2.193, -2.797, 0.824], [1.802, 4.430, 1.963], [2.566, -2.326, 3.546], [-2.463, -2.078, 1.616], [-0.620, -1.097, 4.290], [1.177, -1.702, -0.234], [4.576, -1.097, 2.131], [-2.538, 0.617, 2.350], [-2.018, 2.534, -0.684], [-4.052, -3.217, 2.373], [-1.803, -0.905, -2.001], [0.676, -2.716, -0.271], [4.820, -0.242, -0.745], [-1.757, -2.152, 2.447], [2.937, -0.603, -1.601], [-1.813, 2.319, 1.097], [2.778, -3.732, -7.049], [1.377, 2.301, 2.179], [1.098, 0.430, 5.531], [-4.080, 1.900, 3.135], [1.472, -2.485, -4.857], [-2.011, -0.411, 0.898], [2.232, 4.435, 2.956], [-3.196, -0.173, -0.423], [-0.023, 3.402, 2.415], [-2.173, 4.364, 0.501], [2.650, 4.480, 1.240], [3.416, -1.101, 0.723], [1.204, 5.336, 1.898], [-0.221, -0.227, -0.995], [2.596, 0.096, 4.573], [1.525, 0.332, 4.541], [-3.050, -2.102, -1.470], [-2.858, -1.030, -1.631], [-4.125, -0.492, 0.039], [1.358, 2.460, -2.430], [0.876, -1.839, -3.684], [0.890, 3.209, 1.810], [1.062, 1.825, -1.022], [1.668, -1.602, 1.823], [0.256, 2.834, 0.128], [2.151, -3.744, -4.735], [0.379, 2.554, -2.949], [0.212, 1.096, -1.710], [-4.011, 1.967, 1.362], [-3.248, 4.210, 0.703], [1.384, -1.974, -6.191], [-2.531, -0.088, 3.191], [1.583, -2.429, 4.035], [-4.623, -1.972, 1.253], [3.304, -0.365, -2.587], [0.818, -1.074, -6.457], [0.996, -3.293, 3.657], [1.649, -2.482, 5.115], [3.825, -0.644, -0.563], [-3.915, -2.183, 2.065], [2.037, 1.508, -0.626], [-2.075, 5.013, -0.378]]
}

---

No. 5
{
  "formula": "C27H44N6O4ReS",
  "method": "ωB97M-V/def2-TZVPD",
  "orbital_gap_ev": [6.903, 6.965],
  "charge": 2,
  "homo_energy_ev": [-13.8, -13.7],
  "e_tot_ha": -2160.7340,
  "max_force_ha_per_bohr": 0.00922,
  "multiplicity": 2,
  "elements": ["C", "H", "H", "H", "C", "H", "H", "C", "N", "C", "C", "H", "C", "C", "H", "C", "C", "H", "S", "H", "O", "H", "H", "H", "C", "H", "H", "H", "H", "C", "H", "H", "H", "N", "H", "C", "C", "C", "C", "N", "H", "C", "H", "C", "H", "C", "C", "C", "Re", "C", "H", "C", "H", "H", "N", "H", "C", "H", "H", "H", "H", "C", "N", "H", "H", "H", "C", "O", "H", "H", "H", "H", "H", "O", "C", "N", "H", "H", "H", "C", "H", "O", "H"],
  "coordinates": [[-0.424, -3.450, 0.407], [-2.310, 2.992, 2.927], [1.549, -4.310, 0.432], [3.729, -0.274, 3.758], [-0.240, 0.581, -3.623], [-1.186, 1.755, 4.855], [4.513, 3.524, 0.932], [-5.049, 0.144, -1.211], [0.216, -0.560, 1.210], [3.900, 1.503, -1.826], [0.820, -0.339, -3.148], [6.183, 0.513, -0.574], [-1.358, -2.480, 1.129], [3.569, 0.056, 2.741], [-2.553, -0.253, -0.309], [5.937, 1.567, -0.416], [-2.627, -2.974, 1.432], [1.134, -3.479, 1.926], [-0.281, 2.837, -0.399], [-0.441, -2.331, -1.471], [-1.205, 1.663, -0.701], [-2.865, -3.994, 1.149], [-3.332, 1.080, -2.092], [0.122, -4.010, -1.622], [-1.974, -0.404, 2.283], [-0.790, -4.439, 0.689], [3.101, -2.598, -3.625], [-1.594, -3.657, -1.408], [-1.032, 0.633, -2.880], [-1.620, 0.942, 2.895], [-0.875, 0.017, 4.734], [-6.199, 0.799, -2.861], [6.410, 1.901, 0.506], [1.521, -1.153, -3.934], [-6.883, 1.185, -1.412], [2.277, -1.459, -1.920], [-0.587, -3.350, -1.114], [4.414, 1.797, -0.418], [-3.714, 0.062, -1.948], [1.251, -0.510, -1.887], [-0.643, 0.238, -4.574], [4.115, 3.269, -0.052], [-3.614, 1.815, 2.836], [2.377, -0.137, 1.978], [4.061, 0.457, -2.095], [-3.565, -2.218, 2.115], [2.436, -1.874, -3.185], [1.163, -0.640, 2.234], [0.716, 0.603, -0.233], [4.426, 0.729, 1.941], [3.042, 3.463, -0.062], [-1.548, 0.821, 4.422], [-2.996, -1.645, -1.038], [-2.629, 2.163, 1.400], [-2.716, -0.687, -1.214], [-4.909, 0.521, -0.199], [-2.604, 2.039, 2.485], [2.803, -1.764, -1.029], [5.426, 1.044, 2.189], [2.849, 1.767, -1.949], [-2.530, 0.612, 4.853], [3.777, 0.968, 0.667], [2.557, 0.431, 0.686], [0.875, -1.076, 3.182], [0.164, 1.588, -3.749], [-4.537, -2.638, 2.347], [1.042, -3.432, 0.838], [-0.838, 4.129, -0.393], [4.470, 2.113, -2.529], [-3.860, -0.382, -2.936], [1.396, -1.221, -4.932], [-5.556, -0.818, -1.165], [-0.638, 1.247, 2.539], [0.351, 2.308, 0.904], [-3.228, -0.949, 2.551], [-5.994, 1.105, -1.909], [1.584, -2.550, 0.494], [-3.933, -0.379, 3.146], [-5.584, 2.039, -1.966], [-1.068, -1.162, 1.525], [4.591, 3.919, -0.789], [0.882, 2.517, -1.309], [6.380, 2.143, -1.230]]
}